[1]
72
Properties=species:S:1:pos:R:3 method="wB97M-V/def2-TZVPD" de_lowest_kcal_mol=13.3 orbital_gap_ev=6.269 charge=+1
Zn -0.73715 0.38997 0.52030
Br -5.65296 -0.29954 -4.99399
C -4.68714 -0.45569 -3.38969
C -5.08350 -1.38729 -2.43844
C -4.38362 -1.49968 -1.25199
C -3.28293 -0.68344 -1.01190
C -2.90025 0.24253 -1.97323
C -3.59398 0.36354 -3.16403
N -2.51703 -0.70690 0.18512
C -2.69768 -1.54358 1.12955
C -1.90227 -1.45445 2.37033
C -2.06085 -2.32945 3.42382
C -1.26372 -2.14858 4.55161
C -0.34799 -1.11154 4.57738
C -0.25468 -0.26836 3.47453
N -1.02451 -0.44802 2.40903
H -5.94493 -2.01351 -2.62422
H -4.72441 -2.22163 -0.52101
H -2.04622 0.88516 -1.78035
H -3.29833 1.09406 -3.90347
H -3.42848 -2.34688 1.06791
H -2.78642 -3.13060 3.36662
H -1.36290 -2.81483 5.39887
H 0.29298 -0.94919 5.43278
H 0.44488 0.56252 3.43388
C 0.29994 -5.48523 -1.81853
Ge 1.38466 -3.94625 -2.33391
C 3.12406 -3.90724 -1.44709
C 1.59252 -3.93910 -4.27245
C 0.33750 -2.32158 -1.84739
Se 1.01341 -1.27544 -0.34517
C 2.32863 -0.24804 -1.32833
H 0.91782 -6.38358 -1.78775
H -0.48625 -5.63807 -2.55898
H -0.16132 -5.35476 -0.83784
H 3.46159 -4.91802 -1.21740
H 3.07269 -3.34241 -0.51580
H 3.86535 -3.44165 -2.09904
H 2.15856 -4.82438 -4.57013
H 2.13282 -3.05590 -4.61733
H 0.62183 -3.97462 -4.76915
H -0.67730 -2.62320 -1.57769
H 0.26470 -1.63616 -2.69257
H 2.91028 -0.95194 -1.91739
H 2.96183 0.26373 -0.60822
H 1.83451 0.48584 -1.95847
O 0.65857 1.54097 0.78492
C 1.04429 2.84762 1.03075
C 1.94213 3.31496 -0.11192
C 1.58766 3.37586 -1.42795
C 2.65100 3.80074 -2.27185
C 3.79192 4.05421 -1.57192
S 3.58359 3.76593 0.09958
C 1.81195 2.83277 2.35418
C 2.81472 1.97091 2.69183
C 3.28023 2.15023 4.02460
C 2.60868 3.14227 4.67435
S 1.42222 3.85969 3.67657
C -0.17717 3.75529 1.14335
C -1.41748 3.41579 1.59856
C -2.30451 4.52688 1.69271
C -1.70819 5.68903 1.31630
S -0.08441 5.44388 0.83626
H 0.58708 3.14674 -1.77449
H 2.56399 3.92186 -3.34392
H 4.74198 4.40654 -1.94493
H 3.20244 1.22047 2.01469
H 4.07650 1.57149 4.47321
H 2.76418 3.49987 5.68140
H -1.68735 2.40214 1.87334
H -3.32930 4.45883 2.03260
H -2.13845 6.67840 1.27897



[2]
66
Properties=species:S:1:pos:R:3 method="wB97M-V/def2-TZVPD" orbital_gap_ev=3.607 charge=-1
C 4.54399 2.36809 4.10017
C 4.04205 2.38433 2.65304
C 4.39568 3.73592 2.03984
C 4.83834 1.30167 1.91572
C 2.50712 2.07077 2.57513
C 1.61184 2.89820 1.95174
C 0.21486 2.58037 1.76922
C -0.62915 3.34295 0.92159
C -2.05250 3.42319 1.00590
C -2.72394 3.10375 2.22406
C -4.09897 2.94518 2.22847
F -4.71612 2.59670 3.40900
C -4.89480 3.14935 1.10719
C -4.24145 3.60631 -0.03530
F -5.01417 3.84608 -1.15631
C -2.87939 3.84477 -0.09065
C -0.25637 1.39591 2.41239
C 0.54046 0.50550 3.06827
C -0.04851 -0.81993 3.63158
C 0.59576 -2.00528 2.90838
C -1.56299 -0.90821 3.43212
C 0.27343 -0.94316 5.12264
C 1.99269 0.79562 3.14160
O 2.77991 -0.04535 3.64031
H 4.34425 1.38381 4.52907
H 5.62739 2.54747 4.11441
H 4.05433 3.14713 4.68871
H 4.11676 3.78463 0.98173
H 3.92542 4.56381 2.58239
H 5.48224 3.88002 2.09764
H 4.55329 1.26810 0.86192
H 5.91110 1.52403 1.98270
H 4.64409 0.33837 2.39338
H 1.95735 3.86426 1.58577
H -0.14395 3.90374 0.11680
H -2.15903 2.98195 3.14692
H -5.96292 3.00621 1.12875
H -2.42766 4.29934 -0.97369
H -1.31969 1.18042 2.33014
H 1.67865 -1.95199 3.05046
H 0.21933 -2.94899 3.32411
H 0.35047 -1.96194 1.84275
H -2.07523 -0.06480 3.91083
H -1.81882 -0.94272 2.36462
H -1.94326 -1.82477 3.89548
H -0.17063 -0.10605 5.66935
H -0.13675 -1.88200 5.51737
H 1.36023 -0.94144 5.24586
C 0.50053 1.05538 -2.01797
C -0.98298 1.03111 -2.00304
C -1.57380 0.18993 -1.05032
N -2.02969 -0.50484 -0.21052
C -1.79477 1.77869 -2.91015
C -1.25597 2.82428 -3.72694
C -2.09110 3.61340 -4.51118
C -3.47249 3.36353 -4.54155
C -4.01518 2.31457 -3.78802
C -3.19185 1.52318 -2.99899
H 0.88058 1.84732 -2.65600
H 0.85758 1.22320 -0.98583
H 0.90958 0.09211 -2.36661
H -0.18272 3.02932 -3.70678
H -1.66076 4.43170 -5.09671
H -4.12461 3.99090 -5.15501
H -5.08788 2.11285 -3.80941
H -3.61859 0.70295 -2.42077



[3]
75
Properties=species:S:1:pos:R:3 method="wB97M-V/def2-TZVPD" s_squared=0.756 de_lowest_kcal_mol=78.9 spin_multiplicity=2 orbital_gap_ev="4.622 / 4.572" charge=+1
Ir -0.43140 -0.36570 -0.52100
O 0.36340 0.99970 3.18270
C -0.43940 0.70970 2.32010
O -0.32710 -0.29030 1.53110
C -1.77500 1.50260 2.25150
C -2.91570 0.50560 1.95620
C -4.25080 1.12920 2.37100
C -4.43840 2.17150 1.25610
C -3.19210 1.90850 0.39490
O -2.97640 0.50890 0.53340
C -1.95590 2.52010 1.10370
C -0.78920 2.63960 0.07310
O -0.97720 3.79310 -0.75570
O 1.29900 1.61000 0.42040
H -1.87450 1.98740 3.22220
H -2.74040 -0.50090 2.33120
H -4.20890 1.56000 3.36660
H -5.03500 0.37470 2.34950
H -4.46430 3.19500 1.62170
H -5.34370 1.98320 0.68140
H -3.30630 2.17710 -0.65290
H -2.14860 3.52510 1.47790
C 2.53450 -1.13490 1.82690
N 2.52380 -0.26170 0.65980
C 3.61910 -0.54390 -0.25460
C 2.40070 1.11260 1.00650
C 3.31940 1.79470 1.79250
C 3.25020 3.10340 2.25740
C 2.19230 4.02190 2.11360
C 0.97890 3.81900 1.46820
C 0.58080 2.70530 0.74240
N -0.80280 1.50300 -0.78410
C -0.94530 1.91330 -2.04720
C -1.21420 3.37170 -2.09830
C -0.45450 3.95200 -3.24350
C -0.16560 3.14590 -4.31840
C -0.32490 1.75160 -4.33320
C -0.63210 1.11270 -3.10860
N -0.50390 -0.29980 -2.76030
C -1.76530 -0.96340 -3.14750
C 0.60680 -0.90570 -3.50330
H 3.46970 -1.05800 2.39270
H 2.40970 -2.16350 1.49450
H 1.70900 -0.86500 2.48010
H 4.59760 -0.38410 0.21500
H 3.54810 0.10310 -1.12690
H 3.56640 -1.58590 -0.56450
H 4.18680 1.21930 2.07890
H 4.10020 3.44450 2.82980
H 2.32880 4.98140 2.58970
H 0.25240 4.61670 1.50350
H -2.28890 3.58300 -2.30670
H -0.27780 5.01180 -3.25910
H 0.24750 3.60520 -5.20180
H -0.11080 1.19500 -5.22810
H -1.94240 -0.83250 -4.21910
H -2.59680 -0.52800 -2.59490
H -1.71380 -2.02800 -2.92940
H 0.43140 -0.84750 -4.57960
H 0.70720 -1.95500 -3.24040
H 1.52950 -0.37970 -3.26520
F 0.87960 -7.22000 -0.35550
C -0.16880 -6.62390 0.21730
F -1.27180 -7.18480 -0.30210
F -0.15090 -6.94760 1.51770
C -0.16100 -5.13120 0.02500
C -1.14770 -4.35450 0.63610
C -1.13790 -2.99360 0.43160
N -0.20370 -2.36620 -0.30600
C 0.77530 -3.11760 -0.83850
C 0.82380 -4.49020 -0.72330
H -1.90000 -4.81390 1.25750
H -1.89520 -2.36360 0.87650
H 1.55410 -2.58890 -1.36710
H 1.61010 -5.05630 -1.19780



[4]
76
Properties=species:S:1:pos:R:3 method="wB97M-V/def2-TZVPD" orbital_gap_ev=6.913 charge=+1
Hf -1.81875 0.88056 -0.75531
C 5.67955 -1.07134 -0.93181
O 4.70865 -1.15654 0.09779
C 4.66655 -0.13814 1.02389
C 5.75155 0.27906 1.77719
C 5.59505 1.29106 2.70969
C 4.37025 1.91176 2.87229
C 3.27535 1.50226 2.13069
C 3.41225 0.46286 1.21999
N 2.39425 0.01686 0.36829
C 1.05325 0.16886 0.45779
N 0.54865 0.22196 1.69879
C -0.76315 0.29526 2.20139
C -1.90235 0.45996 1.40599
C -3.11515 0.57866 2.10489
C -3.19225 0.49576 3.48629
C -2.05035 0.27326 4.24259
C -0.82665 0.17486 3.60489
O 0.36945 -0.07354 4.24499
C 0.68955 0.72226 5.37249
N 0.28675 0.16526 -0.62301
C 0.96165 0.17636 -1.87851
C 0.73155 -0.85284 -2.78971
C 1.34165 -0.83764 -4.03241
C 2.19685 0.19616 -4.37501
C 2.44535 1.21636 -3.47621
C 1.83465 1.22006 -2.23061
O 2.14865 2.23056 -1.34331
C 1.11695 3.15176 -1.05601
H 5.85095 -2.08754 -1.28391
H 6.62045 -0.64344 -0.58611
H 5.28985 -0.46164 -1.75571
H 6.71415 -0.19064 1.64379
H 6.44085 1.60446 3.29839
H 4.26285 2.73146 3.56409
H 2.33245 2.01766 2.22949
H 2.74725 -0.40104 -0.48621
H 1.21905 0.10266 2.45609
H -4.03195 0.75736 1.54679
H -4.14155 0.61386 3.98669
H -2.11815 0.17056 5.31469
H -0.07245 0.67636 6.15149
H 0.83115 1.76546 5.07209
H 1.62555 0.32046 5.75739
H 0.07895 -1.66904 -2.50731
H 1.14815 -1.63254 -4.73391
H 2.66435 0.22106 -5.34561
H 3.10565 2.03586 -3.71651
H 1.59295 3.99806 -0.56381
H 0.36365 2.72936 -0.36371
H 0.63035 3.50326 -1.97311
Se -1.64045 1.24546 -3.39781
Se -3.42975 2.78946 -3.22271
Se -2.43785 4.41936 -1.93071
Se -2.34945 3.35366 0.15769
C -6.33625 -0.07214 -0.69961
C -5.00295 -0.26564 -1.35361
O -4.04445 0.50466 -1.15381
N -4.90025 -1.31424 -2.16951
C -3.67035 -1.69944 -2.84041
C -2.76025 -2.41764 -1.87171
C -2.59095 -3.79704 -1.93401
C -1.82325 -4.43374 -0.97281
C -1.24925 -3.66444 0.02639
C -1.44565 -2.29744 -0.00141
N -2.17565 -1.66634 -0.92621
H -6.30695 0.80236 -0.05651
H -6.60315 -0.94764 -0.11071
H -7.11145 0.06486 -1.45011
H -5.69265 -1.93224 -2.27331
H -3.18075 -0.79454 -3.22731
H -3.92545 -2.34524 -3.67911
H -3.05065 -4.36904 -2.72631
H -1.67175 -5.50134 -0.99931
H -0.65495 -4.10544 0.81009
H -1.00965 -1.67974 0.76979



[5]
67
Properties=species:S:1:pos:R:3 method="wB97M-V/def2-TZVPD" smiles="Cc1ccc([C@@H](/C=C/N2[C@H](Cc3ccccc3)C(=O)N(C)C2(C)C)n2cnc3ccccc32)cc1" orbital_gap_ev=8.654 charge=0
C -7.44801 0.95520 -0.17744
C -6.02702 0.47648 -0.11817
C -5.72803 -0.85267 -0.42360
C -4.40110 -1.24649 -0.63800
C -3.33374 -0.41793 -0.26353
C -1.85653 -0.91435 -0.37262
C -0.83265 0.19161 -0.23549
C 0.47590 0.11440 -0.58651
N 1.39163 1.13602 -0.48494
C 2.79932 0.86690 -0.79170
C 3.48594 -0.02678 0.24753
C 4.96313 -0.22372 -0.01495
C 5.88493 0.04434 1.00162
C 7.25527 -0.07424 0.75899
C 7.71186 -0.49691 -0.49581
C 6.78662 -0.79696 -1.50352
C 5.41390 -0.66341 -1.26373
C 3.40528 2.26955 -0.86036
O 4.56995 2.56487 -1.11643
N 2.41078 3.15657 -0.56897
C 2.67567 4.57355 -0.56477
C 1.07522 2.58258 -0.42279
C 0.48959 3.02681 0.92542
C 0.16276 3.01837 -1.57746
N -1.57033 -1.89814 0.63195
C -0.90482 -1.66888 1.81435
N -0.94233 -2.73056 2.62549
C -1.61747 -3.72066 1.94775
C -2.08719 -4.95852 2.40343
C -2.96589 -5.69088 1.58913
C -3.36227 -5.16926 0.34013
C -2.80588 -3.98407 -0.18008
C -2.01076 -3.23493 0.67282
C -3.64322 0.87836 0.17395
C -4.96997 1.32751 0.21244
H -7.50903 2.03462 -0.01950
H -7.91132 0.73014 -1.14734
H -8.07187 0.47006 0.58179
H -6.54422 -1.56519 -0.55972
H -4.22119 -2.20600 -1.12155
H -1.75011 -1.39748 -1.35784
H -1.10806 0.98804 0.45176
H 0.91387 -0.85380 -0.85769
H 2.88533 0.40042 -1.79428
H 3.35316 0.42118 1.24659
H 2.96630 -0.99958 0.24980
H 5.51037 0.38521 1.96994
H 7.96420 0.16857 1.55152
H 8.78279 -0.59409 -0.68692
H 7.12892 -1.12897 -2.48515
H 4.68507 -0.87345 -2.05147
H 3.74960 4.73086 -0.67786
H 2.15363 5.07447 -1.38689
H 2.34803 5.02671 0.37542
H 1.21989 2.84054 1.72408
H 0.28734 4.10380 0.87968
H -0.44670 2.52140 1.16848
H 0.71794 2.96683 -2.52311
H -0.70987 2.36139 -1.63849
H -0.17282 4.04831 -1.40523
H -0.38422 -0.72929 1.99154
H -1.79367 -5.27210 3.40829
H -3.35207 -6.66295 1.92780
H -4.12372 -5.69922 -0.22984
H -2.97201 -3.64532 -1.20495
H -2.85787 1.58221 0.45416
H -5.18826 2.35896 0.48283



[6]
67
Properties=species:S:1:pos:R:3 method="wB97M-V/def2-TZVPD" orbital_gap_ev=3.268 charge=0
C -4.48781 -3.54128 1.29715
C -3.31549 -3.24725 2.18989
O -2.28959 -2.70414 1.34996
C -1.24490 -2.27098 2.07798
C -0.09840 -1.82246 1.30954
C 1.15929 -1.46897 2.04598
C 1.86400 -2.69915 2.63166
C 0.85943 -0.48268 3.17537
C -0.13595 -1.94711 -0.12908
O -1.10737 -1.94413 -0.87737
O 1.14177 -2.03996 -0.59641
C 1.31557 -2.50983 -1.95943
C 1.04694 -3.98388 -2.11595
O -1.29014 -2.29814 3.31328
H -5.28580 -4.00538 1.88046
H -4.88781 -2.62251 0.85746
H -4.22441 -4.21889 0.47995
H -3.59365 -2.52116 2.96385
H -2.94583 -4.16449 2.67054
H 1.81442 -0.99184 1.30629
H 2.09927 -3.41415 1.83794
H 2.79270 -2.38945 3.12358
H 1.20785 -3.17622 3.36860
H 0.36444 0.40421 2.76680
H 0.18454 -0.97336 3.88628
H 1.78841 -0.18003 3.67426
H 0.65976 -1.92751 -2.61617
H 2.35921 -2.25852 -2.16723
H 1.14924 -4.23824 -3.17334
H 1.76997 -4.58027 -1.54940
H 0.02794 -4.22997 -1.79957
C 1.74737 0.59230 -6.21019
O 2.49604 0.37742 -4.98518
C 1.91205 0.72137 -3.80619
C 2.69922 0.60752 -2.63051
C 2.14509 0.87860 -1.40109
C 0.81341 1.33792 -1.28633
C 0.28468 1.87513 -0.06511
C -1.13246 2.02254 0.19115
C -1.30838 3.06571 1.16283
C -2.57477 3.55579 1.45373
C -3.67920 2.94752 0.84205
C -3.51364 1.85878 -0.03494
C -2.23962 1.38487 -0.36353
C 0.01043 3.48506 1.61009
C 0.99444 2.71168 0.88825
C 2.34906 2.94249 1.12089
C 2.71353 3.90458 2.07219
C 1.74859 4.68579 2.73459
C 0.38251 4.48792 2.49285
C 0.03234 1.40626 -2.46834
C 0.56082 1.12432 -3.71238
H 2.44955 0.32512 -6.99951
H 0.86188 -0.05792 -6.25641
H 1.43950 1.64269 -6.31808
H 3.73352 0.27777 -2.72303
H 2.72996 0.73185 -0.49480
H -2.67444 4.40258 2.13272
H -4.68279 3.31798 1.05322
H -4.38601 1.37884 -0.47658
H -2.09930 0.51683 -1.00660
H 3.10046 2.37579 0.57925
H 3.76928 4.06001 2.29558
H 2.06362 5.45522 3.44078
H -0.39058 5.08999 2.97126
H -0.99966 1.74271 -2.41442
H -0.05413 1.21473 -4.61108



F_max across the listed records, respectively: 0.00602; 0.04733; 0.10212; 0.04353; 0.04369; 0.02664 Eh/bohr.